1.
DFT (wB97M-V/def2-TZVPD) results for a structure of composition C58H48N2O10P2Pd at a distorted geometry.

Kohn-Sham gap = 3.29 eV
LUMO level = 3.6 eV
E_tot = -3911.3667 Eh
maximum force = 0.0614 Eh/bohr

Geometry as ORCA input:
```
! RIJCOSX wB97M-V def2-TZVPD def2/J DEFGRID3
* xyz -2 1
C -3.021 2.644 5.779
C -4.054 2.598 4.838
C -4.237 1.451 4.057
C -3.324 0.416 4.185
O -3.309 -0.635 3.232
P -3.039 -0.404 1.646
O -3.290 -1.907 1.051
C -3.917 -2.979 1.725
C -5.206 -3.339 1.334
C -5.815 -4.405 2.005
C -5.133 -5.078 3.023
C -3.839 -4.697 3.373
C -3.204 -3.642 2.721
O -4.362 0.454 1.204
C -5.136 0.352 0.046
C -6.425 0.888 0.125
C -7.280 0.685 -0.951
C -6.834 0.025 -2.108
C -5.504 -0.410 -2.190
C -4.641 -0.240 -1.114
Pd -1.093 0.514 1.082
P 0.614 0.329 2.549
O 0.470 1.416 3.771
C 1.377 1.753 4.797
C 1.745 3.080 4.941
C 2.765 3.389 5.846
C 3.341 2.378 6.625
C 2.894 1.075 6.516
C 1.880 0.742 5.619
O 0.879 -1.160 3.184
C 2.000 -1.994 2.984
C 2.689 -2.408 4.124
C 3.944 -3.004 3.961
C 4.429 -3.276 2.676
C 3.660 -2.945 1.555
C 2.423 -2.318 1.699
O 2.131 0.603 2.024
C 2.895 1.768 2.025
C 4.174 1.657 2.571
C 4.891 2.837 2.784
C 4.354 4.060 2.364
C 3.112 4.114 1.725
C 2.378 2.949 1.510
C -0.547 1.530 -0.658
C -1.666 2.494 -0.790
C -1.769 3.522 0.159
C -2.836 4.410 0.111
C -3.819 4.243 -0.884
C -3.695 3.242 -1.867
C -2.607 2.376 -1.825
C -0.431 0.364 -1.525
C 0.862 -0.016 -1.926
C -2.301 0.425 5.134
C -2.144 1.573 5.915
H -2.892 3.515 6.434
H -4.728 3.445 4.706
H -5.048 1.402 3.331
H -5.693 -2.770 0.539
H -6.822 -4.680 1.730
H -5.602 -5.917 3.533
H -3.288 -5.198 4.165
H -2.188 -3.312 2.959
H -6.732 1.431 1.029
H -8.311 1.033 -0.890
H -7.525 -0.120 -2.932
H -5.126 -0.906 -3.084
H -3.589 -0.546 -1.180
H 1.268 3.858 4.340
H 3.115 4.411 5.926
H 4.155 2.634 7.313
H 3.318 0.264 7.115
H 1.489 -0.263 5.519
H 2.255 -2.234 5.108
H 4.533 -3.244 4.844
H 5.404 -3.744 2.548
H 4.020 -3.168 0.551
H 1.791 -2.082 0.838
H 4.555 0.670 2.832
H 5.856 2.789 3.280
H 4.903 4.985 2.546
H 2.700 5.065 1.386
H 1.427 2.930 0.963
H 0.420 1.992 -0.425
H -0.998 3.603 0.927
H -2.910 5.229 0.837
H -4.690 4.897 -0.912
H -4.441 3.128 -2.672
H -2.442 1.573 -2.557
H -1.346 -0.154 -1.828
H 1.633 0.184 -1.173
H 0.917 -0.962 -2.472
H -1.623 -0.422 5.216
H -1.321 1.610 6.632
C 1.794 0.790 -3.639
C 1.004 0.009 -4.547
C -0.333 0.436 -4.819
C -1.308 -0.479 -5.138
C -0.948 -1.839 -5.269
N -1.973 -2.823 -5.079
O -1.634 -4.031 -5.084
O -3.143 -2.417 -4.846
C 0.403 -2.252 -5.191
C 1.383 -1.321 -4.894
C 3.227 0.689 -3.524
C 3.809 -0.493 -2.990
C 5.177 -0.594 -2.813
C 6.012 0.472 -3.206
N 7.425 0.307 -3.230
O 8.121 1.263 -3.650
O 7.898 -0.781 -2.821
C 5.454 1.695 -3.637
C 4.082 1.805 -3.756
H 1.364 1.761 -3.366
H -0.599 1.486 -4.713
H -2.355 -0.215 -5.275
H 0.635 -3.302 -5.378
H 2.426 -1.634 -4.862
H 3.165 -1.321 -2.683
H 5.657 -1.503 -2.430
H 6.138 2.487 -3.923
H 3.640 2.759 -4.039
*
```

2.
DFT (wB97M-V/def2-TZVPD) results for a structure of composition C58H49Cl2O2P2PdSi at a distorted geometry.

energy above the lowest of the compared OMol25 structures with the same formula, charge and spin = 242.6 kJ/mol
Kohn-Sham gap (alpha / beta) = 7.41 / 7.29 eV
LUMO level (alpha / beta) = -2.3 / -2.9 eV
E_tot = -4410.3434 Eh
maximum force = 0.0200 Eh/bohr

Geometry as ORCA input:
```
! RIJCOSX wB97M-V def2-TZVPD def2/J DEFGRID3
* xyz 1 3
Pd -0.552 0.153 1.237
Cl -1.502 -1.180 3.407
C -2.352 0.224 4.072
Cl -1.842 1.662 3.174
H -2.084 0.347 5.115
H -3.418 0.088 3.935
C 5.317 2.058 -2.677
C 4.086 1.229 -2.298
C 3.925 0.063 -3.297
C 2.810 2.065 -2.371
C 2.570 3.000 -3.373
C 1.347 3.644 -3.480
C 0.319 3.365 -2.592
C 0.529 2.456 -1.564
P -0.748 2.001 -0.318
C -2.259 2.057 -1.349
C -2.916 3.235 -1.707
C -4.028 3.186 -2.532
C -4.496 1.972 -3.015
C -3.851 0.798 -2.659
C -2.746 0.842 -1.823
C -0.852 3.543 0.651
C -2.074 3.936 1.200
C -2.158 5.078 1.980
C -1.020 5.830 2.235
C 0.201 5.432 1.713
C 0.286 4.296 0.924
C 1.774 1.834 -1.476
O 1.893 0.980 -0.430
C 3.121 0.521 -0.079
C 3.163 -0.065 1.185
C 4.361 -0.596 1.638
C 5.489 -0.498 0.837
C 5.423 0.109 -0.408
C 4.232 0.634 -0.901
P 1.599 -0.052 2.136
C 1.733 -1.608 3.071
C 1.136 -2.720 2.473
C 1.174 -3.954 3.100
C 1.802 -4.082 4.332
C 2.396 -2.981 4.929
C 2.368 -1.743 4.301
C 1.879 1.299 3.322
C 1.204 1.304 4.543
C 1.273 2.408 5.376
C 2.001 3.525 4.991
C 2.665 3.532 3.774
C 2.607 2.425 2.943
H 5.234 2.428 -3.698
H 6.220 1.453 -2.634
H 5.435 2.908 -2.005
H 3.794 0.451 -4.308
H 3.053 -0.545 -3.047
H 4.808 -0.577 -3.276
H 3.345 3.228 -4.092
H 1.193 4.365 -4.272
H -0.640 3.850 -2.699
H -2.580 4.192 -1.329
H -4.530 4.108 -2.799
H -5.366 1.947 -3.658
H -4.211 -0.158 -3.020
H -2.261 -0.069 -1.513
H -2.961 3.345 1.010
H -3.115 5.381 2.385
H -1.090 6.727 2.836
H 1.088 6.019 1.913
H 1.242 3.996 0.509
H 4.407 -1.077 2.606
H 6.430 -0.903 1.184
H 6.322 0.159 -1.006
H 0.634 -2.601 1.517
H 0.707 -4.811 2.632
H 1.830 -5.044 4.826
H 2.882 -3.084 5.891
H 2.833 -0.885 4.770
H 0.634 0.431 4.841
H 0.752 2.399 6.325
H 2.051 4.387 5.643
H 3.231 4.403 3.469
H 3.135 2.427 1.996
O -2.276 -1.261 0.464
Si -2.736 -2.593 -0.125
C -1.788 -4.184 0.116
C -0.606 -4.425 -0.586
C 0.139 -5.572 -0.375
C -0.283 -6.498 0.570
C -1.452 -6.275 1.283
C -2.202 -5.131 1.058
C -4.385 -2.699 -0.951
C -5.260 -1.613 -0.864
C -6.505 -1.666 -1.465
C -6.889 -2.802 -2.166
C -6.028 -3.887 -2.260
C -4.784 -3.840 -1.651
C -0.363 -2.286 -2.521
C -1.053 -2.580 -3.669
C -0.804 -1.782 -4.785
C 0.127 -0.755 -4.708
C 0.803 -0.496 -3.522
C 0.552 -1.271 -2.392
H -0.292 -3.668 -1.338
H 1.048 -5.740 -0.938
H 0.303 -7.389 0.754
H -1.783 -6.995 2.020
H -3.119 -4.977 1.616
H -4.956 -0.724 -0.322
H -7.180 -0.824 -1.387
H -7.860 -2.843 -2.643
H -6.327 -4.773 -2.805
H -4.122 -4.696 -1.720
H -1.764 -3.397 -3.723
H -1.341 -1.969 -5.706
H 0.331 -0.148 -5.580
H 1.522 0.314 -3.475
H 1.042 -1.060 -1.446
*
```

3.
DFT (wB97M-V/def2-TZVPD) results for a structure of composition C58H49ClN6P2SeSiTl at a distorted geometry.

energy above the lowest of the compared OMol25 structures with the same formula, charge and spin = 278.8 kJ/mol
Kohn-Sham gap (alpha / beta) = 5.58 / 4.63 eV
LUMO level (alpha / beta) = 1.9 / 0.9 eV
E_tot = -6574.1982 Eh
maximum force = 0.0860 Eh/bohr

Geometry as ORCA input:
```
! RIJCOSX wB97M-V def2-TZVPD def2/J DEFGRID3
* xyz -1 1
Tl 0.469 -1.272 0.158
C -1.581 -3.025 6.183
C -0.806 -2.937 4.906
C -0.807 -3.918 3.885
C 0.254 -3.968 2.961
C 1.221 -2.947 2.817
N 2.086 -2.914 1.697
C 3.059 -3.828 1.518
C 3.814 -4.343 2.654
C 5.025 -4.949 2.546
C 5.524 -5.254 1.214
C 6.776 -6.006 0.954
C 4.644 -5.024 0.130
C 3.616 -4.125 0.211
N 3.223 -3.483 -0.960
C 3.303 -3.932 -2.289
C 3.131 -2.841 -3.097
C 2.846 -1.753 -2.248
N 2.786 -2.167 -0.984
C 1.114 -1.887 3.721
C 0.141 -1.909 4.735
N 1.982 -0.756 3.589
C 1.890 0.260 4.629
C 1.848 1.512 4.115
C 3.047 1.697 1.676
N 3.118 0.199 1.496
H -1.842 -2.058 6.733
H -1.046 -3.687 6.983
H -2.543 -3.516 5.936
H -1.527 -4.739 3.865
H 0.294 -4.870 2.334
H 3.599 -4.110 3.729
H 5.663 -5.002 3.397
H 7.350 -6.232 1.889
H 7.423 -5.472 0.275
H 6.526 -6.987 0.464
H 5.082 -5.307 -0.861
H 3.610 -4.991 -2.475
H 3.263 -2.759 -4.179
H 2.851 -0.693 -2.516
H 0.182 -0.984 5.331
H 2.014 0.022 5.681
H 1.621 2.354 4.767
H 2.601 2.136 0.768
C -3.516 -1.206 -0.662
Si -3.034 0.522 -1.266
C -4.564 1.715 -0.991
C -5.024 2.396 -2.124
C -6.142 3.216 -1.977
C -6.680 3.463 -0.698
C -6.139 2.862 0.410
C -4.973 2.031 0.337
P -4.721 0.969 1.825
C 1.992 0.005 2.391
C 1.794 1.498 2.623
C 4.304 2.325 2.124
C 5.486 1.593 2.116
C 5.525 0.265 1.595
C 4.328 -0.432 1.432
C -4.432 2.106 3.143
C -5.047 2.111 4.401
C -4.734 3.148 5.261
C -3.786 4.137 4.935
C -2.995 3.929 3.803
C -3.322 2.976 2.874
C -2.773 0.371 -3.167
C -3.960 -0.018 -3.934
C -3.902 -0.193 -5.285
C -2.653 -0.103 -5.883
C -1.490 0.269 -5.211
C -1.572 0.550 -3.835
P -0.168 1.353 -2.912
C 1.223 1.506 -4.106
C 1.709 0.412 -4.834
C 2.760 0.518 -5.704
C 3.460 1.749 -5.817
C 3.029 2.865 -5.069
C 1.970 2.682 -4.182
C -0.821 3.019 -3.091
C -1.152 3.534 -4.387
C -1.715 4.874 -4.504
C -2.070 5.556 -3.317
C -1.832 4.928 -2.078
C -1.188 3.748 -1.971
H -4.542 -1.286 -0.277
H -3.257 -2.029 -1.358
H -2.881 -1.437 0.193
H -4.475 2.271 -3.073
H -6.636 3.621 -2.793
H -7.659 3.974 -0.671
H -6.655 2.919 1.413
H 0.900 1.923 2.102
H 4.170 3.300 2.604
H 6.339 2.065 2.601
H 6.507 -0.222 1.446
H 4.254 -1.527 1.298
H -5.787 1.378 4.708
H -5.098 3.168 6.295
H -3.626 4.914 5.646
H -2.067 4.525 3.677
H -2.837 2.816 1.947
H -4.860 -0.136 -3.324
H -4.749 -0.233 -5.947
H -2.633 -0.264 -6.924
H -0.553 0.240 -5.717
H 1.318 -0.519 -4.570
H 3.236 -0.374 -6.135
H 4.333 1.793 -6.515
H 3.630 3.793 -5.172
H 1.777 3.394 -3.402
H -0.688 3.000 -5.230
H -1.813 5.323 -5.499
H -2.487 6.558 -3.298
H -2.087 5.489 -1.167
H -1.066 3.232 -0.977
Se -2.194 -5.363 -2.019
C -1.033 -4.070 -1.448
N -0.157 -3.313 -1.151
Cl -6.644 0.298 2.132
*
```

4.
DFT (wB97M-V/def2-TZVPD) results for a structure of composition C58H58BrIKN10O3PS2 at a distorted geometry.

energy above the lowest of the compared OMol25 structures with the same formula, charge and spin = 130.1 kJ/mol
Kohn-Sham gap = 4.34 eV
LUMO level = 3.0 eV
E_tot = -7627.7442 Eh
maximum force = 0.0577 Eh/bohr

Geometry as ORCA input:
```
! RIJCOSX wB97M-V def2-TZVPD def2/J DEFGRID3
* xyz -2 1
K -0.104 -0.783 0.363
N -4.876 -1.390 3.495
C -3.568 -1.753 3.202
S -3.287 -2.775 1.869
N -2.685 -1.374 4.095
N -1.469 -0.971 3.886
C -0.601 -1.178 4.826
C 0.687 -0.509 4.841
C 1.611 -0.814 5.860
C 2.805 -0.128 5.937
C 3.085 0.860 4.996
C 2.124 1.099 4.024
N 0.970 0.444 3.928
H -5.553 -2.024 3.108
H -5.044 -1.118 4.452
H -0.847 -1.808 5.680
H 1.372 -1.598 6.572
H 3.514 -0.346 6.727
H 4.008 1.425 5.020
H 2.286 1.877 3.280
O 0.291 -5.302 0.821
S -0.108 -4.306 -0.150
O 0.653 -4.394 -1.396
O -0.178 -2.934 0.355
C -1.755 -4.714 -0.709
C -2.285 -5.957 -0.386
C -3.495 -6.351 -0.929
C -4.151 -5.524 -1.834
C -3.606 -4.295 -2.175
C -2.423 -3.848 -1.587
P -1.784 -2.134 -1.915
C -3.347 -1.146 -1.855
C -3.299 0.121 -2.449
C -4.405 0.960 -2.447
C -5.570 0.569 -1.802
C -5.606 -0.652 -1.144
C -4.506 -1.502 -1.165
C -1.602 -2.329 -3.762
C -2.394 -1.727 -4.739
C -2.086 -1.858 -6.090
C -0.993 -2.609 -6.492
C -0.215 -3.241 -5.530
C -0.512 -3.102 -4.181
H -1.733 -6.587 0.302
H -3.927 -7.307 -0.654
H -5.097 -5.831 -2.266
H -4.109 -3.662 -2.896
H -2.376 0.454 -2.918
H -4.346 1.932 -2.925
H -6.433 1.226 -1.791
H -6.497 -0.947 -0.600
H -4.554 -2.430 -0.616
H -3.264 -1.151 -4.455
H -2.704 -1.358 -6.829
H -0.752 -2.704 -7.546
H 0.648 -3.829 -5.827
H 0.100 -3.596 -3.434
C 4.021 -4.504 -1.460
C 3.438 -3.280 -2.110
C 3.566 -3.015 -3.461
C 2.913 -1.925 -4.027
C 2.144 -1.145 -3.186
Br 1.144 0.297 -3.916
N 2.033 -1.343 -1.885
C 2.661 -2.398 -1.364
H 4.555 -5.119 -2.186
H 3.205 -5.087 -1.025
H 4.712 -4.234 -0.656
H 4.165 -3.666 -4.090
H 2.973 -1.709 -5.084
H 2.533 -2.558 -0.295
I 6.994 -3.255 3.915
C 5.119 -2.680 3.250
C 4.415 -1.563 3.632
N 3.263 -1.614 2.938
N 3.182 -2.664 2.124
C 4.303 -3.344 2.308
H 4.655 -0.764 4.317
H 2.520 -0.932 2.923
H 4.482 -4.276 1.792
N 7.392 4.373 0.767
C 6.562 3.589 0.858
C 5.521 2.593 0.959
C 4.219 2.948 1.268
C 3.258 1.947 1.335
N 3.533 0.660 1.137
C 4.783 0.333 0.817
C 5.811 1.254 0.717
H 3.958 3.983 1.440
H 2.214 2.182 1.532
H 4.964 -0.722 0.629
H 6.813 0.949 0.449
C 0.984 6.517 -2.348
C 1.267 5.085 -1.949
C 2.441 4.464 -2.368
C 2.681 3.133 -1.980
C 3.937 2.430 -2.441
C 1.767 2.465 -1.203
C 0.532 3.047 -0.736
C 0.341 4.409 -1.158
N -0.256 2.271 0.019
C -1.467 2.755 0.660
C -1.206 3.915 1.650
C -2.490 4.301 2.397
C -3.568 4.720 1.387
C -3.868 3.548 0.443
C -4.368 2.351 1.263
C -3.280 1.939 2.255
C -2.983 3.099 3.209
C -2.003 1.579 1.489
C -2.589 3.164 -0.316
H 1.786 6.916 -2.974
H 0.886 7.156 -1.465
H 0.047 6.587 -2.909
H 3.159 4.999 -2.987
H 4.740 3.147 -2.638
H 3.747 1.874 -3.365
H 4.287 1.715 -1.691
H 1.959 1.436 -0.909
H -0.550 4.952 -0.871
H -0.806 4.785 1.125
H -0.445 3.577 2.367
H -2.283 5.141 3.070
H -3.220 5.586 0.809
H -4.482 5.015 1.919
H -4.640 3.848 -0.276
H -4.598 1.514 0.599
H -5.290 2.620 1.797
H -3.613 1.070 2.827
H -2.207 2.793 3.920
H -3.883 3.369 3.777
H -2.214 0.735 0.817
H -1.228 1.270 2.196
H -2.277 3.999 -0.947
H -2.782 2.315 -0.972
*
```

Which of these has the lowest E_tot? C58H58BrIKN10O3PS2

Among the records above, which one has the lowest maximum force? C58H49Cl2O2P2PdSi

Among the records above, which one has the lowest maximum force? C58H49Cl2O2P2PdSi